(1)
A structure of composition C17H20GaN4OS2. Source: the OMol25 dataset; level of theory: wB97M-V/def2-TZVPD.

Atoms and positions in Å:
Ga -1.3027 -0.6056 -0.1862
S -3.0929 -1.9137 -0.7707
C -2.6486 -2.5204 0.7970
N -1.6589 -1.8798 1.3763
C -1.2956 -2.4401 2.5959
C -0.2683 -2.0159 3.4315
C -0.0661 -2.7069 4.6092
C -0.8680 -3.8000 4.9551
C -1.8874 -4.2287 4.1267
C -2.0899 -3.5361 2.9386
S -3.2684 -3.8447 1.6836
H 0.3473 -1.1723 3.1488
H 0.7264 -2.3994 5.2777
H -0.6863 -4.3210 5.8850
H -2.5031 -5.0766 4.3935
C 3.9228 -0.6054 -1.1917
C 3.2175 -0.0106 0.0345
C 3.6844 -0.7326 1.3059
C 3.5277 1.4881 0.1421
C 1.7650 -0.1941 -0.1116
C 0.5703 -0.3457 -0.2184
H 5.0015 -0.4785 -1.0890
H 3.6025 -0.1049 -2.1059
H 3.7077 -1.6697 -1.2872
H 4.7590 -0.5934 1.4328
H 3.4788 -1.8016 1.2446
H 3.1813 -0.3317 2.1868
H 4.6031 1.6311 0.2568
H 3.0269 1.9295 1.0041
H 3.2041 2.0174 -0.7548
C -2.2804 4.3371 -3.8779
N -2.1731 3.1649 -3.0293
C -2.3542 3.1767 -1.5870
C -2.0470 1.7359 -1.2736
O -2.0605 1.2404 -0.1231
N -1.7431 1.0534 -2.3610
C -1.7984 1.9361 -3.3874
N -1.5025 1.5716 -4.6249
H -3.0385 5.0000 -3.4674
H -2.6073 4.0508 -4.8763
H -1.3338 4.8747 -3.9415
H -3.3730 3.4415 -1.2998
H -1.6544 3.8451 -1.0819
H -1.2310 0.6166 -4.7871
H -1.4931 2.2183 -5.3928

Its net charge is +1. The value obtained for the orbital gap is 0.325 Eh. The lowest unoccupied orbital energy comes out at -0.0842 hartree. The largest force on an atom is 0.5 eV/Å.

***

(2)
The molecule C17H20N2O6S at a distorted geometry. Source: the OMol25 dataset; level of theory: wB97M-V/def2-TZVPD.

Atoms and positions in Å:
C -4.2258 -1.4402 0.9875
O -3.1122 -0.9098 1.6743
C -1.8513 -1.0349 1.1950
C -0.8582 -0.6804 2.1082
C 0.4839 -0.7444 1.7903
C 0.8407 -1.1704 0.5294
S 2.5593 -1.3344 0.0488
O 2.6115 -2.1441 -1.1356
O 3.3122 -1.7279 1.2004
N 3.1486 0.1623 -0.4014
C 2.6938 0.6958 -1.6557
C 1.3035 1.3492 -1.5285
N 1.1590 1.9415 -0.2156
C -0.0033 2.1318 0.4615
O -0.0066 2.5685 1.6033
C -1.2905 1.8580 -0.1932
C -2.5225 2.0146 0.3945
C -3.4795 1.6921 -0.5878
C -2.7702 1.3633 -1.7031
O -1.4520 1.4612 -1.4806
C 2.3966 2.3544 0.4125
C 3.3195 1.1492 0.6428
C -0.1179 -1.5313 -0.3991
C -1.4710 -1.4667 -0.0952
O -2.4496 -1.7905 -0.9965
C -2.0642 -2.2577 -2.2679
H -4.1065 -2.5083 0.7946
H -4.4070 -0.9195 0.0458
H -5.0690 -1.2854 1.6602
H -1.1800 -0.3489 3.0815
H 1.2376 -0.4924 2.5163
H 3.4355 1.4199 -2.0059
H 2.6585 -0.1363 -2.3587
H 0.5370 0.5868 -1.6616
H 1.1752 2.1109 -2.3099
H -2.6936 2.3184 1.4056
H -4.5447 1.7095 -0.4823
H -3.0780 1.0574 -2.6841
H 2.1398 2.8330 1.3585
H 2.8882 3.0856 -0.2389
H 4.3645 1.4812 0.6543
H 3.1124 0.6545 1.5908
H 0.2329 -1.8876 -1.3535
H -2.9964 -2.4749 -2.7876
H -1.5068 -1.4975 -2.8242
H -1.4652 -3.1701 -2.1990

As for the relative energy (zero: lowest compared OMol25 entry of this formula, charge and spin): 84.3 kcal per mole. Its structure (SMILES) is COc1ccc(S(=O)(=O)N2CCN(C(=O)c3ccco3)CC2)cc1OC. The value obtained for the orbital gap is 0.325 Eh. The lowest unoccupied orbital energy comes out at 0.0187 hartree. The largest force on an atom is 1.4 eV/Å.

***

(3)
The molecule C17H20N2S2 at a distorted geometry. Source: the OMol25 dataset; level of theory: wB97M-V/def2-TZVPD.

Atoms and positions in Å:
C -1.7727 0.7550 -2.4356
C -0.6676 0.1029 -1.6120
C 0.6999 0.0964 -2.2824
N 1.0328 0.7237 -3.3987
C 2.3874 0.6340 -3.7042
C 3.1101 -0.1053 -2.8481
S 2.0733 -0.7000 -1.5553
C -0.5879 0.8107 -0.2641
C -0.9618 0.2547 0.9484
C -1.4127 -1.1455 1.1640
C -0.2173 -2.0797 1.4274
N -0.6269 -3.4712 1.7806
C 0.4346 -4.4647 1.5845
C -1.3013 -3.5151 3.0892
S -0.7274 1.3199 2.3310
C -0.1298 2.5765 1.3049
C 0.2845 3.8454 1.7404
C 0.6684 4.8304 0.7814
C 0.6553 4.5161 -0.5732
C 0.3064 3.2180 -0.9693
C -0.1198 2.2248 -0.0499
H -2.7077 0.8086 -1.8688
H -1.4727 1.7937 -2.7213
H -1.8731 0.1973 -3.3861
H -0.9375 -0.9512 -1.5007
H 2.8353 1.1459 -4.5463
H 4.1525 -0.3533 -2.9918
H -1.9697 -1.5255 0.2931
H -2.1495 -1.1248 1.9815
H 0.3906 -2.1217 0.5290
H 0.3986 -1.6690 2.2369
H 1.2642 -4.3177 2.2956
H 0.0304 -5.4870 1.7484
H 0.8399 -4.4611 0.5520
H -2.2411 -3.0110 3.0873
H -1.4263 -4.5594 3.4168
H -0.6944 -2.8996 3.7921
H 0.2925 4.0898 2.8081
H 0.9588 5.7560 1.1222
H 0.8890 5.3038 -1.2732
H 0.2927 2.9589 -2.0335

As for the relative energy (zero: lowest compared OMol25 entry of this formula, charge and spin): 31.9 kcal per mole. Its structure (SMILES) is C[C@@H](c1nccs1)c1c(CCN(C)C)sc2ccccc12. The value obtained for the orbital gap is 0.319 Eh. The lowest unoccupied orbital energy comes out at 0.0248 hartree. The largest force on an atom is 3.7 eV/Å.

***

(4)
The molecule C17H20N4O2S at a distorted geometry. Source: the OMol25 dataset; level of theory: wB97M-V/def2-TZVPD.

Atoms and positions in Å:
C -1.9617 -5.6034 3.3670
C -1.1439 -5.7439 2.0861
O -1.1997 -4.5892 1.2735
C -0.4941 -3.4751 1.6094
C 0.4295 -3.3941 2.6561
C 1.1276 -2.2256 2.9192
C 0.8921 -1.1248 2.1205
C -0.0396 -1.1950 1.0572
C -0.7311 -2.3633 0.8004
C -0.0346 0.1051 0.4503
N -0.6800 0.6386 -0.5623
N -0.4286 1.8884 -0.8525
C 0.4522 2.5841 -0.1425
S 0.7335 4.2501 -0.5733
C -0.3971 4.4711 -1.9837
C 0.3161 4.3973 -3.3406
C 0.8633 3.0044 -3.6548
C -0.3749 2.2957 -4.2030
C -1.1824 3.4461 -4.8241
O -0.6111 4.6684 -4.3720
N 1.1697 2.1473 0.9004
C 0.9142 0.8875 1.1966
N 1.4539 0.1454 2.1805
C 2.4369 0.5997 3.1236
H -1.9302 -6.5346 3.9258
H -1.5744 -4.8024 3.9921
H -2.9949 -5.3744 3.1190
H -0.1044 -6.0130 2.3116
H -1.5717 -6.5316 1.4597
H 0.6231 -4.2501 3.2825
H 1.8354 -2.1899 3.7328
H -1.4407 -2.4289 -0.0070
H -1.1582 3.6987 -1.8987
H -0.8442 5.4576 -1.8659
H 1.0863 5.1748 -3.3830
H 1.6367 3.0827 -4.4196
H 1.2788 2.5112 -2.7806
H -0.9251 1.8265 -3.3883
H -0.1247 1.5343 -4.9382
H -1.1230 3.4488 -5.9174
H -2.2388 3.4058 -4.5353
H 3.3496 0.0058 3.0404
H 2.6574 1.6407 2.8949
H 2.0524 0.5230 4.1429

As for the relative energy (zero: lowest compared OMol25 entry of this formula, charge and spin): 63.7 kcal per mole. Its structure (SMILES) is CCOc1ccc2c(c1)c1nnc(SC[C@H]3CCCO3)nc1n2C. The value obtained for the orbital gap is 0.296 Eh. The lowest unoccupied orbital energy comes out at -0.0034 hartree. The largest force on an atom is 1.2 eV/Å.

***

(5)
A structure of composition C17H21BN6O3PbS at a distorted geometry. Source: the OMol25 dataset; level of theory: wB97M-V/def2-TZVPD.

Atoms and positions in Å:
H 0.1707 -0.4885 -3.6563
N 0.9600 1.0856 -2.4599
B 1.9036 3.3021 -1.5963
N 1.5072 2.3132 -2.7309
C 1.4870 2.5089 -4.0609
Pb -0.5054 -0.0158 -0.9021
H 1.8828 3.4202 -4.4672
C 0.9136 1.3893 -4.6644
H 0.7208 1.2389 -5.7038
C 0.6278 0.4962 -3.6333
H 2.1798 4.3687 -2.0589
C 0.9132 0.0514 2.4414
H 0.3753 -0.8589 2.6961
H 0.2231 0.8847 2.5678
H 1.7534 0.1006 3.1235
N 3.1327 2.7625 -0.8011
N 0.6671 3.4042 -0.6493
N 3.0197 1.5624 -0.1552
N -0.0670 2.3143 -0.2180
C 4.3604 3.2977 -0.5890
C 0.0849 4.5369 -0.2077
H 4.6361 4.2430 -1.0280
H 0.5020 5.4954 -0.4807
C 5.0673 2.4232 0.2372
C -1.0154 4.1901 0.5788
C 4.1849 1.3408 0.4654
C -1.0555 2.7899 0.5799
H 6.0604 2.5516 0.6071
H -1.6841 4.8691 1.0686
H 4.3733 0.4509 1.0499
H -1.7463 2.1288 1.0862
H 1.2574 0.0450 1.4204
C -1.9042 -6.6262 1.7151
C -2.2308 -5.1904 1.4822
C -2.7148 -4.3936 2.5161
C -3.1067 -3.0775 2.2899
C -2.9916 -2.5350 1.0051
C -2.5150 -3.3238 -0.0395
C -2.0997 -4.6263 0.2168
S -3.3591 -0.7915 0.7324
O -4.7873 -0.6497 0.7987
O -2.5656 -0.0676 1.7309
O -2.8228 -0.5021 -0.6636
H -1.1765 -6.7495 2.5162
H -2.8010 -7.1698 2.0173
H -1.5101 -7.0956 0.8151
H -2.7638 -4.8205 3.5130
H -3.4658 -2.4735 3.1154
H -2.4241 -2.9017 -1.0371
H -1.6521 -5.2082 -0.5839

The value obtained for the orbital gap is 0.282 Eh. The lowest unoccupied orbital energy comes out at -0.0405 hartree. The largest force on an atom is 1.9 eV/Å.

***

(6)
A structure of composition C17H21BN6RhSi at a distorted geometry. Source: the OMol25 dataset; level of theory: wB97M-V/def2-TZVPD.

Atoms and positions in Å:
Rh 0.6690 0.7087 0.5946
C -2.9228 0.7263 -1.9014
C -2.3743 0.3761 -0.6611
N -1.1008 0.7334 -0.6117
N -0.7975 1.3234 -1.7959
C -1.8864 1.3370 -2.5814
B 0.5164 2.1269 -1.7992
N 1.5448 1.1918 -1.0934
C 2.7863 1.0535 -1.3459
C 3.6980 0.3540 -0.4818
C 3.3345 -0.2070 0.7071
N 2.0907 -0.1379 1.2937
N 0.3301 3.2151 -0.6838
C 0.1705 4.5447 -0.6384
C -0.0286 4.9279 0.6709
C 0.0062 3.7352 1.3962
N 0.2243 2.7190 0.5716
H -3.9297 0.5622 -2.2468
H -2.8385 -0.1146 0.1798
H -1.8484 1.7755 -3.5675
H 0.8417 2.5427 -2.8716
H 3.1660 1.4786 -2.2715
H 4.7269 0.2764 -0.8160
H 4.0889 -0.7465 1.2733
H 0.2163 5.1327 -1.5429
H -0.1879 5.9243 1.0480
H -0.1113 3.5675 2.4557
C 1.2075 -2.1516 -1.4032
Si 0.9782 -1.9463 0.4245
C 2.1020 -3.0065 1.4651
C -0.7783 -2.1141 0.9924
C -1.1437 -1.7789 2.3011
C -2.4524 -1.9432 2.7291
C -3.4020 -2.4733 1.8628
C -3.0459 -2.8297 0.5674
C -1.7449 -2.6326 0.1274
H 1.0929 -3.2173 -1.6375
H 2.2083 -1.8616 -1.7215
H 0.4689 -1.5841 -1.9730
H 1.7536 -4.0423 1.3846
H 2.0511 -2.7174 2.5173
H 3.1409 -2.9840 1.1357
H -0.4003 -1.4004 2.9992
H -2.7289 -1.6764 3.7417
H -4.4204 -2.6166 2.2020
H -3.7847 -3.2531 -0.1022
H -1.4862 -2.8973 -0.8937

As for the relative energy (zero: lowest compared OMol25 entry of this formula, charge and spin): 36.3 kcal per mole. Its net charge is +1. The value obtained for the orbital gap is 0.269 Eh. The lowest unoccupied orbital energy comes out at -0.1692 hartree. The largest force on an atom is 1.4 eV/Å.

***

(7)
The molecule C17H21BO4 at a distorted geometry. Source: the OMol25 dataset; level of theory: wB97M-V/def2-TZVPD.

Atoms and positions in Å:
C 3.7575 -3.0774 0.2053
C 2.7960 -1.9901 -0.0811
C 3.1929 -0.7665 -0.6293
C 2.0571 0.0288 -0.7718
C 0.9133 -0.6240 0.0927
B 0.3454 4.3572 -0.0102
O 1.0829 3.6696 1.0495
C 0.4198 2.4029 1.1688
C -0.6964 2.2727 0.0686
C -1.3161 0.9168 0.1556
C -0.1130 2.6088 -1.3960
O 0.6052 3.8945 -1.3330
C -1.6885 3.4756 0.3758
O -0.9127 4.7871 0.2992
O 1.4736 -1.9866 0.2059
H 4.7796 -2.6892 0.3947
H 3.4602 -3.6255 1.1128
H 3.8879 -3.7717 -0.6506
H 4.2492 -0.5596 -0.8170
H 2.1482 1.0768 -1.0489
H 1.1174 1.5567 1.0443
H -0.0912 2.3208 2.1493
H -2.0998 0.9012 -0.6066
H 1.0715 -0.0071 1.0539
H -1.9191 0.9566 1.0631
H 0.5373 1.7546 -1.6813
H -0.9530 2.7124 -2.1221
H -2.5348 3.6036 -0.3086
H -2.1269 3.4418 1.3752
C -0.4861 -0.5585 0.0664
C -1.0578 -1.1552 1.3605
C -2.2457 -1.8575 1.4787
C -2.7405 -2.8398 0.6146
C -2.0963 -3.2177 -0.5719
C -1.1655 -2.5164 -1.2900
C -1.0687 -1.0666 -1.2310
H -2.0825 -0.6713 -1.2887
H -0.6267 -0.7355 2.2934
H -2.8013 -1.7649 2.4189
H -3.5836 -3.4578 0.9341
H -2.3642 -4.2008 -0.9777
H -0.6537 -2.9784 -2.1315
H -0.4709 -0.6204 -2.0340

As for the relative energy (zero: lowest compared OMol25 entry of this formula, charge and spin): 63.6 kcal per mole. The value obtained for the orbital gap is 0.131 Eh. The lowest unoccupied orbital energy comes out at -0.0649 hartree. The largest force on an atom is 6.2 eV/Å.

***

(8)
A structure of composition C17H21BrFeN4O8P2S2 at a distorted geometry. Source: the OMol25 dataset; level of theory: wB97M-V/def2-TZVPD.

Atoms and positions in Å:
Fe -0.1984 -0.5795 -0.2751
N 3.1997 0.1551 2.5208
C 2.7378 -1.1661 1.9279
C 3.4592 -2.3448 2.5512
P 3.1351 -0.9402 0.0970
O 3.6549 -2.3800 -0.3696
O 4.2509 0.0540 0.1422
O 1.8854 -0.6223 -0.6827
P 0.9174 -1.1842 2.1506
O 0.8373 -1.4284 3.7355
O 0.2143 -2.2422 1.3730
O 0.5034 0.2288 1.7934
H 3.9310 0.5012 1.8463
H 3.5518 0.0659 3.4711
H 2.3816 0.7892 2.4896
H 4.5367 -2.2803 2.3914
H 3.1014 -3.2600 2.0827
H 3.2488 -2.4094 3.6196
H 4.5795 -2.3361 -0.6576
H -0.0108 -1.8052 4.0150
O -3.4811 4.0200 -0.6028
C -4.2341 2.9364 -0.7883
C -5.6200 3.1157 -0.7558
C -6.4702 2.0507 -0.9406
C -5.9742 0.7637 -1.1804
C -4.6185 0.5653 -1.2122
C -3.7212 1.6292 -1.0108
C -2.3058 1.3022 -0.9986
O -1.9150 0.1247 -1.1847
N -1.4141 2.3255 -0.8211
N -0.1735 1.9231 -0.7586
C 0.7063 2.8968 -0.7901
S 0.2150 4.5630 -0.9637
C 1.8632 5.2258 -0.5772
C 2.8753 4.2696 -1.1574
S 2.3894 2.5747 -0.6837
H -2.5403 3.7613 -0.6044
H -5.9957 4.1137 -0.5754
H -7.5391 2.2149 -0.9005
H -6.6501 -0.0652 -1.3353
H -4.2119 -0.4199 -1.3943
H 1.9485 5.3045 0.5060
H 1.9346 6.2164 -1.0228
H 3.8804 4.4444 -0.7767
H 2.8972 4.3148 -2.2460
Br -2.6566 -2.5595 0.1503
C -1.1958 -3.4878 -0.6031
C -1.0747 -4.8501 -0.4105
C 0.0564 -5.4667 -0.9205
C 0.9868 -4.7108 -1.6170
C 0.7508 -3.3582 -1.7807
N -0.3213 -2.7481 -1.2715
H -1.8328 -5.3980 0.1285
H 0.2092 -6.5265 -0.7660
H 1.8829 -5.1565 -2.0238
H 1.4328 -2.7248 -2.3323

Its net charge is +1. The value obtained for the orbital gap (alpha / beta) is 0.301 / 0.206 Eh. The lowest unoccupied orbital energy (alpha / beta) comes out at -0.1032 / -0.1991 hartree. Its multiplicity is 6. The largest force on an atom is 1.2 eV/Å. As for the expectation value of S²: 8.77.